No. 1
Below is a structure of composition C18H19F5IN4ORhS, with properties calculated with ωB97M-V with the def2-TZVPD basis set.

CARTESIAN COORDINATES (ANGSTROEM)
C1 -1.8429 -0.1577 -3.0663
I1 -0.3292 0.9283 -4.6185
H1 -2.6417 -0.8283 -3.3990
H2 -0.9583 -0.7776 -3.4467
H3 -2.1528 0.8217 -3.4642
C2 0.2563 3.5693 0.7630
C3 -0.9668 3.7583 0.2672
N1 -1.3781 2.5721 -0.3067
C4 -0.4363 1.5750 -0.1229
N2 0.5913 2.2572 0.4845
H4 0.9299 4.2188 1.3013
H5 -1.5955 4.6367 0.3000
C5 1.8918 -3.4410 -2.0514
C6 0.4120 -1.9822 -1.1754
N3 1.7078 -2.2010 -1.5023
H6 0.3984 -4.9616 -2.5013
N4 -0.2054 -3.1285 -1.5867
H7 2.8460 -3.7937 -2.3413
Rh1 -0.4568 -0.4855 -0.0412
C7 -1.9483 -0.3223 -1.4151
O1 -3.0959 -0.6127 -1.0283
C8 0.6904 -4.0259 -2.1227
C9 -1.6151 -3.4514 -1.5834
H8 -1.6932 -4.5407 -1.5551
H9 -2.1167 -3.1110 -2.5027
H10 -2.1271 -3.0281 -0.7133
C10 2.7870 -1.2667 -1.3089
H11 3.6778 -1.7417 -1.7115
H12 2.9840 -1.0995 -0.2457
H13 2.5974 -0.3124 -1.8156
C11 1.9047 1.7438 0.7425
H14 2.6467 2.4080 0.2808
H15 1.9952 0.7332 0.3230
H16 2.0937 1.7150 1.8219
C12 -2.6000 2.5660 -1.0620
H17 -2.3958 2.4711 -2.1349
H18 -3.0657 3.5429 -0.8956
H19 -3.2887 1.7933 -0.7168
F1 1.8902 1.7168 5.6632
C13 1.2570 1.0740 4.6604
C14 -0.0167 1.5075 4.2585
F2 -0.6168 2.5853 4.8136
C15 -0.6909 0.7943 3.2772
F3 -1.9140 1.2074 2.8598
C16 -0.1368 -0.3754 2.7195
S1 -1.1989 -1.5369 1.8711
C17 1.1859 -0.7299 3.0663
F4 1.7943 -1.7625 2.4200
C18 1.8644 -0.0448 4.0680
F5 3.0822 -0.4771 4.4735

LUMO (alpha / beta)   4.05 / 4.21 eV
Total charge   -2
Kohn-Sham gap (alpha / beta)   1.953 / 5.464 eV
Spin multiplicity   5



No. 2
Below is an isolated molecule of C18H19N5O4S2, with properties calculated with ωB97M-V with the def2-TZVPD basis set.

CARTESIAN COORDINATES (ANGSTROEM)
C1 6.0352 2.3283 -2.6076
C2 4.7198 2.8361 -2.0157
C3 4.4605 2.2213 -0.6922
N1 4.4718 2.8441 0.4229
N2 4.2446 2.0882 1.4925
C4 4.0566 0.8449 1.2060
N3 3.7657 -0.1296 2.1038
S1 3.9546 -1.7814 1.7345
O1 5.1174 -1.9534 0.9230
O2 3.8712 -2.4318 3.0018
C5 2.4868 -2.0739 0.7783
C6 1.2594 -1.9623 1.4029
C7 0.1006 -2.1537 0.6765
C8 0.1690 -2.4520 -0.6909
N4 -0.9564 -2.6545 -1.4662
C9 -2.2805 -2.2345 -1.3062
O3 -3.1603 -2.8152 -1.8969
N5 -2.4214 -1.1348 -0.5201
C10 -3.6073 -0.4890 -0.1381
C11 -4.8736 -0.9853 -0.4369
C12 -5.9942 -0.3051 -0.0143
C13 -5.8871 0.8810 0.7144
O4 -7.0611 1.4664 1.0785
C14 -7.0161 2.6671 1.8099
C15 -4.6219 1.3739 1.0133
C16 -3.4966 0.6898 0.5886
C17 1.4261 -2.6000 -1.2911
C18 2.5798 -2.4083 -0.5600
S2 4.1407 0.4846 -0.5055
H1 6.0023 1.2483 -2.7319
H2 6.8641 2.5770 -1.9499
H3 6.2097 2.7872 -3.5771
H4 3.8975 2.5944 -2.6928
H5 4.7596 3.9173 -1.8786
H6 3.8350 0.1332 3.0750
H7 1.2264 -1.7457 2.4584
H8 -0.8539 -2.1171 1.1780
H9 -0.8409 -3.2591 -2.2687
H10 -1.5753 -0.6604 -0.2375
H11 -4.9702 -1.8959 -1.0031
H12 -6.9800 -0.6780 -0.2405
H13 -6.5171 3.4630 1.2473
H14 -8.0543 2.9461 1.9819
H15 -6.5142 2.5332 2.7738
H16 -4.4943 2.2859 1.5741
H17 -2.5184 1.0840 0.8285
H18 1.4845 -2.8642 -2.3360
H19 3.5560 -2.5097 -1.0060

LUMO   0.00 eV
Kohn-Sham gap   8.166 eV
Energy above the lowest of the compared OMol25 structures with the same formula, charge and spin   23.21 kcal per mole



No. 3
Below is an isolated molecule of C18H19NO5, with properties calculated with ωB97M-V with the def2-TZVPD basis set.

CARTESIAN COORDINATES (ANGSTROEM)
C1 -2.2622 -1.6702 1.2086
C2 -1.5173 -0.6121 2.0153
C3 -2.3669 -0.1401 3.1927
C4 -1.1565 0.5970 1.1233
N1 -0.5169 1.6395 1.8892
C5 -1.0040 2.9021 1.9441
O1 -2.0600 3.2408 1.4433
C6 -0.1530 3.8370 2.6982
C7 -0.3452 5.1674 2.9684
C8 0.7734 5.5820 3.7223
C9 1.5627 4.4794 3.8562
O2 1.0160 3.4213 3.2439
C10 -0.2005 0.1816 0.0137
O3 0.9946 0.1193 0.1448
O4 -0.8399 -0.0466 -1.1344
C11 -0.0393 -0.4718 -2.2239
C12 0.3448 -1.9452 -2.0789
O5 -0.0159 -2.5840 -1.1197
C13 1.1630 -2.5264 -3.1649
C14 1.5924 -1.8052 -4.2794
C15 2.3519 -2.4256 -5.2538
C16 2.6916 -3.7643 -5.1334
C17 2.2704 -4.4888 -4.0298
C18 1.5124 -3.8741 -3.0532
H1 -3.1580 -1.2443 0.7622
H2 -1.6362 -2.0745 0.4189
H3 -2.5579 -2.4898 1.8593
H4 -0.5826 -1.0407 2.3939
H5 -2.6308 -0.9852 3.8237
H6 -1.8301 0.5865 3.7974
H7 -3.2819 0.3247 2.8330
H8 -2.0649 1.0231 0.6860
H9 0.4150 1.4471 2.2262
H10 -1.1847 5.7545 2.6594
H11 0.9644 6.5614 4.1100
H12 2.5038 4.3283 4.3478
H13 0.8759 0.1311 -2.2662
H14 -0.6434 -0.3194 -3.1200
H15 1.3399 -0.7628 -4.3932
H16 2.6820 -1.8622 -6.1139
H17 3.2850 -4.2404 -5.8996
H18 2.5341 -5.5311 -3.9328
H19 1.1743 -4.4194 -2.1849

LUMO   -0.02 eV
Kohn-Sham gap   8.933 eV
Energy above the lowest of the compared OMol25 structures with the same formula, charge and spin   16.31 kcal per mole



Number 1: E_tot -2297.0539 Ha. Number 2: E_tot -2068.4335 Ha. Number 3: E_tot -1128.2892 Ha.